Entry 1:
{"formula": "C49H62AsF5FeGeN2OSTe", "method": "the ωB97M-V functional and the def2-TZVPD basis", "total_charge": 0, "s2": 6.051, "spin_multiplicity": 5, "homo_ev": [-8.345, -8.409], "elements": ["Fe", "C", "C", "C", "C", "C", "C", "C", "C", "S", "C", "N", "C", "C", "C", "C", "C", "C", "C", "C", "H", "H", "H", "H", "H", "H", "H", "H", "H", "H", "H", "H", "H", "H", "H", "H", "C", "C", "C", "C", "Ge", "C", "C", "C", "C", "H", "H", "H", "H", "H", "H", "H", "H", "H", "H", "H", "H", "H", "H", "H", "H", "H", "H", "H", "C", "C", "C", "C", "C", "C", "As", "N", "C", "C", "C", "C", "C", "C", "C", "C", "C", "C", "C", "C", "C", "C", "C", "C", "C", "C", "H", "H", "H", "H", "H", "H", "H", "H", "H", "H", "H", "H", "H", "H", "H", "H", "H", "H", "H", "H", "H", "H", "H", "H", "H", "H", "H", "F", "Te", "F", "F", "F", "F", "O"], "coordinates": [[0.25074, -1.07573, -1.95374], [1.14858, 4.73291, -4.42144], [1.68557, 4.61794, -2.98750], [2.66117, 5.77182, -2.71813], [0.49680, 4.72599, -2.03162], [2.40001, 3.28268, -2.84863], [3.48022, 3.01538, -3.70173], [4.13645, 1.80396, -3.72245], [3.69336, 0.81279, -2.86669], [4.29764, -0.80094, -2.64837], [3.09008, -1.04081, -1.43062], [2.29552, -0.02920, -1.21036], [2.63121, 1.05053, -1.97650], [2.00288, 2.30086, -1.95690], [2.82026, -2.27534, -0.74272], [3.14525, -3.51211, -1.29153], [2.69688, -4.66739, -0.67975], [1.93816, -4.58317, 0.47863], [1.67560, -3.34738, 1.05507], [2.11438, -2.17038, 0.46693], [0.55404, 5.63744, -4.52887], [0.52537, 3.87529, -4.64840], [1.95637, 4.75964, -5.14612], [2.13882, 6.71910, -2.82954], [3.49282, 5.76162, -3.41780], [3.05878, 5.72081, -1.70649], [-0.00431, 5.68096, -2.17681], [0.81005, 4.66142, -0.99030], [-0.21518, 3.93363, -2.24633], [3.80047, 3.77351, -4.39546], [4.95980, 1.62340, -4.39437], [1.18909, 2.43237, -1.26589], [3.72194, -3.55515, -2.20420], [2.93256, -5.62986, -1.10987], [1.56848, -5.48323, 0.94877], [1.13367, -3.30004, 1.99400], [0.94167, 2.13687, 5.42288], [0.96822, 1.21321, 4.21212], [1.83234, -0.01714, 4.45503], [1.76479, -1.01185, 3.30105], [2.21171, -0.42639, 1.41931], [4.15714, 0.04479, 1.18702], [4.92153, 0.63741, 2.37155], [5.13095, 2.14632, 2.26982], [3.84122, 2.94883, 2.33341], [0.35497, 3.02779, 5.21217], [1.94964, 2.44679, 5.69153], [0.50248, 1.62500, 6.27719], [1.35338, 1.74898, 3.34306], [-0.04709, 0.88393, 3.98451], [1.47757, -0.51741, 5.36119], [2.86488, 0.28694, 4.64272], [0.73474, -1.39252, 3.24972], [2.41131, -1.86045, 3.53764], [1.25189, 0.67508, 1.04279], [4.26878, 0.70242, 0.32599], [4.62389, -0.90381, 0.91114], [5.90606, 0.16658, 2.42223], [4.40934, 0.40583, 3.30431], [5.64762, 2.37447, 1.33474], [5.78300, 2.45792, 3.08854], [3.16244, 2.64142, 1.54080], [4.05159, 4.00935, 2.21575], [3.34946, 2.80566, 3.29082], [-3.62779, -7.03220, -0.50632], [-2.90917, -5.76427, -0.17083], [-2.00437, -5.18921, -1.04222], [-1.40789, -3.96520, -0.76069], [-0.42506, -3.41927, -1.73793], [-1.73232, -3.27174, 0.39801], [-1.18373, -1.40439, 0.81601], [-0.87065, -0.45327, -0.69984], [-1.34262, 0.82547, -0.66235], [-1.30364, 1.58767, 0.51572], [-1.80562, 2.87042, 0.54138], [-2.37417, 3.41724, -0.59925], [-2.43708, 2.66620, -1.76262], [-1.94424, 1.38043, -1.79840], [-3.07628, -0.75041, 0.99905], [-3.97352, -0.88829, -0.06591], [-3.65068, -1.61780, -1.33708], [-5.25615, -0.35775, 0.04732], [-5.68055, 0.31194, 1.18103], [-7.05977, 0.88569, 1.29372], [-4.78677, 0.42852, 2.23252], [-3.50274, -0.09140, 2.15825], [-2.63415, 0.06258, 3.37361], [-2.54234, -3.91082, 1.34981], [-2.78010, -3.32283, 2.70977], [-3.12977, -5.12672, 1.04237], [-3.31293, -7.40723, -1.47556], [-4.70102, -6.84609, -0.53196], [-3.44218, -7.79783, 0.24495], [-1.76146, -5.68673, -1.96798], [0.35283, -4.14995, -1.96019], [0.07761, -2.53771, -1.29528], [-0.91217, -3.18444, -2.68067], [-0.83507, 1.15802, 1.39724], [-1.75242, 3.44022, 1.45881], [-2.76952, 4.42096, -0.58950], [-2.87776, 3.08757, -2.65136], [-2.04450, 0.78296, -2.68684], [-2.60246, -1.52713, -1.61662], [-4.24291, -1.22116, -2.15891], [-3.89494, -2.67777, -1.23376], [-5.94373, -0.47672, -0.77917], [-7.60981, 0.78298, 0.36261], [-7.00825, 1.94141, 1.55279], [-7.61393, 0.37916, 2.08274], [-5.09708, 0.93361, 3.13607], [-3.13296, -0.35079, 4.24948], [-2.44771, 1.11767, 3.56908], [-1.68251, -0.45508, 3.22967], [-1.88163, -2.79763, 3.04908], [-3.02949, -4.10790, 3.42052], [-3.60372, -2.60947, 2.68635], [-3.78872, -5.58911, 1.76200], [1.37931, -1.90207, -3.12379], [0.48890, -0.09121, -4.57647], [-0.47769, -0.86884, -6.29231], [-1.08054, 0.98848, -4.86952], [1.26270, 1.71103, -5.14145], [-1.03181, -1.32167, -3.73025], [0.34971, 0.51250, -2.79823]]}


Entry 2:
{"formula": "C49H64NNbO8P", "method": "the ωB97M-V functional and the def2-TZVPD basis", "total_charge": -1, "spin_multiplicity": 1, "homo_ev": -5.347, "elements": ["C", "C", "C", "C", "C", "C", "C", "C", "C", "C", "C", "C", "C", "C", "C", "C", "Nb", "C", "C", "O", "C", "O", "C", "C", "P", "N", "O", "O", "H", "H", "H", "H", "H", "H", "H", "H", "H", "H", "H", "H", "H", "H", "H", "H", "H", "H", "H", "H", "H", "H", "H", "H", "H", "H", "H", "H", "H", "H", "H", "H", "H", "H", "H", "H", "H", "H", "H", "H", "H", "H", "H", "H", "H", "H", "H", "H", "C", "C", "C", "C", "C", "C", "C", "O", "C", "C", "C", "C", "C", "C", "C", "O", "H", "H", "H", "H", "H", "H", "H", "H", "C", "C", "C", "C", "C", "C", "C", "O", "C", "C", "C", "C", "C", "C", "C", "O", "H", "H", "H", "H", "H", "H", "H", "H"], "coordinates": [[-3.89289, 2.46680, -2.12017], [-4.55543, 1.38670, -3.02095], [-5.89449, 0.93596, -2.46561], [-6.68467, -0.10980, -3.32812], [-6.18731, -0.31703, -4.76185], [-4.99546, -1.27585, -4.91517], [-4.17758, -0.93991, -6.20364], [-2.65914, -0.94322, -5.92269], [-2.10245, 0.47347, -5.82268], [-0.81046, 0.49792, -5.00187], [-0.19733, 1.90876, -4.85814], [0.13065, 2.23408, -3.38605], [1.62885, 2.12655, -3.02087], [1.94862, 1.00100, -2.03777], [1.32644, 1.23584, -0.64978], [1.17194, -0.08361, 0.12152], [0.12870, -0.01124, 2.13888], [1.73895, 1.28129, 3.12788], [3.06097, 0.63765, 3.17671], [3.38318, -0.27717, 3.87562], [-1.66202, -1.07003, 1.14938], [-1.80048, -2.44146, 1.53296], [-3.06475, -2.97066, 1.23503], [-3.13402, -3.76120, -0.09577], [-1.15909, 2.21055, 1.69054], [-0.23217, 3.44926, 1.36415], [-2.30637, 1.94620, 0.54217], [-2.02823, 2.60546, 3.06522], [-4.45716, 2.63801, -1.21041], [-3.83229, 3.39664, -2.68025], [-2.86862, 2.20328, -1.89185], [-3.84411, 0.57189, -3.07566], [-4.64264, 1.82834, -4.00492], [-6.52860, 1.81099, -2.34907], [-5.71075, 0.47640, -1.49701], [-6.78747, -1.04237, -2.77874], [-7.69457, 0.29029, -3.41499], [-6.01378, 0.65206, -5.21201], [-7.01396, -0.76742, -5.31125], [-5.39032, -2.28087, -5.03740], [-4.32772, -1.27675, -4.06151], [-4.38629, -1.73665, -6.91809], [-4.51068, -0.00976, -6.65092], [-2.42822, -1.50699, -5.02515], [-2.16816, -1.47061, -6.73891], [-2.84493, 1.11783, -5.35966], [-1.84710, 0.86220, -6.80594], [-1.01696, 0.03327, -4.03952], [-0.09741, -0.14266, -5.52120], [-0.91020, 2.64929, -5.21132], [0.70963, 1.92557, -5.45461], [-0.43159, 1.56387, -2.74109], [-0.20700, 3.22863, -3.10696], [2.23893, 2.02769, -3.91946], [1.93555, 3.06138, -2.55272], [1.64053, 0.03888, -2.44724], [3.03640, 0.95652, -1.97073], [0.37223, 1.72155, -0.82380], [2.03264, 1.86456, -0.11480], [2.16938, -0.49648, 0.31960], [0.67616, -0.81536, -0.52165], [-0.78954, -0.13555, 3.71471], [0.93157, -1.58458, 2.59639], [1.36095, 1.55480, 4.11357], [1.81189, 2.21252, 2.55953], [3.82337, 1.07928, 2.49512], [-2.55374, -0.53303, 1.49795], [-1.64829, -0.93941, 0.05933], [-3.84279, -2.20661, 1.21298], [-3.34512, -3.65478, 2.03552], [-2.23345, -3.68036, -0.69028], [-3.39691, -4.79187, 0.11423], [-3.95214, -3.37106, -0.70054], [-0.50645, 3.77554, 0.43465], [-3.19710, 2.04231, 0.91790], [-1.33823, 2.87515, 3.69321], [0.45457, 6.92262, 3.92139], [1.02723, 5.91271, 3.15372], [2.22147, 5.33477, 3.55048], [2.85450, 5.77062, 4.70760], [2.28969, 6.80174, 5.46647], [1.08306, 7.36696, 5.07323], [2.97198, 7.31488, 6.68230], [2.48365, 8.20769, 7.34792], [4.28052, 6.71372, 7.06720], [4.96238, 7.21516, 8.16919], [6.17208, 6.65850, 8.54637], [6.70342, 5.59117, 7.82887], [6.03083, 5.09127, 6.72721], [4.82288, 5.65544, 6.33721], [4.12777, 5.12675, 5.12811], [4.59738, 4.19872, 4.50410], [-0.48446, 7.36588, 3.61532], [0.54155, 5.56855, 2.25020], [2.66247, 4.54470, 2.95782], [0.64003, 8.15508, 5.66709], [4.54608, 8.04252, 8.72782], [6.70380, 7.05380, 9.40262], [7.64623, 5.15209, 8.12931], [6.44328, 4.26424, 6.16522], [3.75112, -10.32825, -2.25273], [3.87028, -10.72178, -0.92352], [3.35881, -9.92365, 0.08515], [2.73522, -8.72241, -0.22843], [2.63568, -8.31740, -1.55938], [3.13619, -9.12933, -2.56967], [2.01141, -7.00979, -1.91409], [1.92385, -6.66666, -3.07697], [1.51243, -6.14543, -0.81530], [0.97781, -4.89859, -1.11797], [0.49574, -4.08673, -0.10513], [0.53608, -4.51558, 1.21648], [1.07402, -5.75439, 1.52629], [1.57121, -6.57087, 0.51644], [2.17355, -7.88191, 0.86891], [2.21673, -8.26800, 2.02021], [4.14411, -10.95751, -3.04131], [4.36193, -11.65415, -0.67626], [3.44543, -10.22932, 1.11904], [3.04667, -8.81838, -3.60172], [0.94266, -4.56358, -2.14599], [0.08414, -3.11409, -0.33899], [0.15166, -3.87662, 1.99971], [1.11196, -6.08703, 2.55450]]}


Entry 3:
{"formula": "C49H66Br2CdN10O3PS", "method": "the ωB97M-V functional and the def2-TZVPD basis", "total_charge": 0, "e_above_lowest_kj_mol": 0.0, "s2": 0.772, "spin_multiplicity": 2, "homo_ev": [-4.454, -7.242], "elements": ["Cd", "O", "N", "C", "C", "C", "C", "C", "S", "H", "H", "H", "H", "C", "C", "C", "C", "C", "C", "C", "N", "C", "C", "C", "C", "C", "C", "C", "N", "C", "C", "C", "C", "H", "H", "H", "H", "H", "H", "H", "H", "H", "H", "H", "H", "H", "H", "H", "H", "H", "H", "H", "H", "H", "H", "H", "H", "Br", "C", "C", "C", "N", "C", "C", "C", "C", "C", "Br", "C", "C", "N", "H", "H", "H", "H", "H", "H", "C", "N", "C", "P", "O", "N", "C", "C", "N", "C", "C", "H", "H", "H", "H", "H", "H", "H", "H", "H", "H", "H", "H", "H", "H", "H", "H", "H", "H", "C", "C", "N", "C", "C", "C", "O", "C", "C", "C", "C", "N", "C", "H", "H", "H", "H", "H", "H", "H", "H", "H", "H", "H", "H", "H", "H"], "coordinates": [[-0.34698, 0.45221, -0.32087], [-0.32476, -0.51236, 2.03744], [0.27636, 0.15430, 2.97918], [0.77513, -0.51306, 4.04280], [1.41119, 0.12479, 5.07745], [1.55843, 1.51000, 5.02677], [1.06252, 2.18627, 3.93632], [0.40150, 1.51940, 2.89235], [-0.24041, 2.33802, 1.54627], [0.62322, -1.58133, 4.01104], [1.77978, -0.45265, 5.91287], [2.05660, 2.04203, 5.82642], [1.16237, 3.25805, 3.84071], [4.25996, -5.17366, 0.97389], [3.32724, -5.22557, -0.24516], [4.15594, -5.30163, -1.53708], [2.46888, -6.48963, -0.15299], [2.48088, -3.96097, -0.27318], [3.08811, -2.71673, -0.43217], [2.30237, -1.58145, -0.46752], [0.98044, -1.59718, -0.35970], [0.36923, -2.77448, -0.20961], [1.10068, -3.96187, -0.15544], [-1.11181, -2.76723, -0.14759], [-1.85023, -3.94595, -0.13066], [-3.23915, -3.92617, -0.09936], [-3.83870, -2.67449, -0.04647], [-3.03981, -1.54255, -0.07549], [-1.71849, -1.57398, -0.14931], [-4.02900, -5.22731, -0.13059], [-5.54012, -4.98443, -0.15963], [-3.68894, -6.04909, 1.12066], [-3.64250, -6.00644, -1.39798], [4.92843, -6.03649, 0.97275], [3.67735, -5.18872, 1.89702], [4.86911, -4.26924, 0.97287], [4.73628, -6.22569, -1.55278], [4.85041, -4.46617, -1.62604], [3.49974, -5.29272, -2.40934], [3.11430, -7.36842, -0.16743], [1.78492, -6.56083, -1.00114], [1.89156, -6.51376, 0.77331], [4.16094, -2.61925, -0.53088], [2.75965, -0.61313, -0.60481], [0.58080, -4.89731, -0.01968], [-1.33946, -4.89765, -0.15558], [-4.91040, -2.55668, 0.00750], [-3.48993, -0.56097, -0.05091], [-5.88345, -4.49178, 0.75173], [-6.05771, -5.94089, -0.23855], [-5.82648, -4.37671, -1.01954], [-3.93356, -5.48346, 2.02154], [-2.62885, -6.30515, 1.15734], [-4.26454, -6.97629, 1.13013], [-3.83915, -5.40239, -2.28563], [-4.23017, -6.92319, -1.46896], [-2.58659, -6.27942, -1.40000], [-0.04733, -1.14264, -7.33103], [-0.17335, -0.70923, -5.48122], [-0.33327, -1.74101, -4.54211], [-0.42906, -1.35267, -3.21908], [-0.37950, -0.10158, -2.77922], [-0.22031, 0.90685, -3.70027], [-0.11513, 0.59129, -5.08552], [-0.17187, 2.25020, -3.22532], [-0.01079, 3.36223, -4.09989], [-0.01802, 4.62172, -3.57948], [0.17951, 6.11803, -4.74137], [-0.17258, 4.83560, -2.20518], [-0.30015, 3.69954, -1.42288], [-0.30476, 2.45635, -1.87977], [-0.38113, -2.77953, -4.83200], [-0.55715, -2.12078, -2.46846], [0.00828, 1.36770, -5.82385], [0.12127, 3.22962, -5.16214], [-0.18176, 5.82727, -1.77912], [-0.40587, 3.82172, -0.35285], [5.74254, 1.66255, 1.06381], [4.43822, 1.13517, 0.70753], [3.77553, 0.42154, 1.79328], [3.51562, 1.83285, -0.50326], [2.07935, 1.56256, -0.32316], [4.13675, 1.21161, -1.91256], [3.43557, 1.58095, -3.13807], [5.33624, 0.42703, -2.08501], [3.76433, 3.47720, -0.62028], [3.02531, 4.33209, 0.30032], [4.95572, 4.06802, -1.19237], [6.39337, 0.84259, 1.38101], [5.67790, 2.37837, 1.89253], [6.20608, 2.15894, 0.21202], [4.28859, -0.52603, 1.99054], [2.74529, 0.21164, 1.51657], [3.77609, 1.01067, 2.71665], [2.53069, 2.13326, -2.88700], [3.14283, 0.68292, -3.69150], [4.06105, 2.20152, -3.79002], [5.70100, 0.08783, -1.11779], [6.12908, 0.99515, -2.58803], [5.11605, -0.45216, -2.70011], [2.17140, 3.78267, 0.69818], [2.64890, 5.21147, -0.22905], [3.65616, 4.67207, 1.13209], [5.45459, 3.34540, -1.83816], [5.66140, 4.40320, -0.42220], [4.68080, 4.93435, -1.80034], [-5.87954, 3.36227, 4.67840], [-5.55947, 4.52305, 3.74098], [-4.67769, 4.13219, 2.64371], [-3.29112, 4.57453, 2.71353], [-2.56452, 4.04620, 3.94461], [-5.26709, 3.51742, 1.58845], [-6.47542, 3.31755, 1.54833], [-4.43854, 3.07183, 0.41489], [-4.81423, 3.47977, -0.85926], [-4.19538, 2.91430, -1.95996], [-3.23591, 1.93839, -1.74964], [-2.85227, 1.55206, -0.53532], [-3.44062, 2.10872, 0.52273], [-6.55205, 3.69741, 5.46951], [-4.97338, 2.96383, 5.13485], [-6.37068, 2.56687, 4.11965], [-5.07810, 5.33633, 4.28487], [-6.48868, 4.89452, 3.30949], [-3.27965, 5.67035, 2.72801], [-2.76496, 4.25143, 1.81943], [-2.99085, 4.44771, 4.86568], [-1.51557, 4.33482, 3.89294], [-2.61147, 2.95699, 3.97406], [-5.60005, 4.21533, -0.97491], [-4.47120, 3.20442, -2.96426], [-2.74620, 1.44769, -2.58391], [-3.11203, 1.74939, 1.49208]]}


Taking the records one at a time from the top gives strongest force on any atom values of 6.4 3.0 0.8 eV/A.
Taking the records one at a time from the top gives E values of -8831.0137 -2960.4350 -8735.4833 Eh.